# C4H7NO2

An isolated molecule of C4H7NO2 (the ωB97M-V functional and the def2-TZVPD basis, the OMol25 dataset).

energy relative to the best compared isomer or geometry (same formula, charge and spin) = 267.4 kJ/mol
frontier orbital gap = 9.48 eV
total charge = 0
structure (SMILES) = C=C(N)O[C@H]1CO1
multiplicity = 1

Each line ends with the natural charge from an NBO analysis.
Atoms and positions in Å:
N (1.7336, 0.6873, 0.8945)  -0.8179
C (0.7295, -0.2658, 0.8736)  0.4787
O (-0.5230, 0.2994, 0.7201)  -0.5170
C (0.9053, -1.5816, 1.0039)  -0.5979
C (-1.0489, -0.0245, -0.5267)  0.3246
C (-1.7989, 1.0107, -1.2150)  -0.1263
O (-0.4749, 0.6406, -1.6188)  -0.4948
H (1.5297, 1.5220, 0.3631)  0.3894
H (2.6442, 0.3003, 0.6864)  0.3821
H (0.0699, -2.2507, 1.1666)  0.2145
H (1.9085, -1.9886, 0.9728)  0.2044
H (-1.2170, -1.0907, -0.6735)  0.1778
H (-1.8689, 1.9789, -0.7252)  0.1940
H (-2.5891, 0.7627, -1.9218)  0.1885

Force components x, y, z for each atom (eV/Å):
-0.0059 -0.0279 -0.1583
0.2041 -0.2713 -0.0007
0.0990 0.0040 0.0236
0.0179 0.0416 0.0246
-0.1835 -0.1645 0.0188
-0.2857 0.1317 0.0264
0.1944 0.0698 -0.1066
-0.0444 -0.1288 -0.0594
-0.0443 0.1554 0.1355
0.0782 0.1122 -0.1864
-0.1102 -0.0183 0.2033
-0.0257 0.1924 0.0148
-0.0196 -0.0877 -0.0793
0.1258 -0.0086 0.1437